Density functional theory data (wB97M-V/def2-TZVPD) for the ion C4H13N2S with charge +1 at a distorted geometry.

## Properties
Kohn-Sham gap = 0.3364 Eh
SMILES string = CNC[C@H]([NH3+])CS
largest force on an atom = 0.0379 Eh/bohr
relative energy (zero: lowest compared OMol25 entry of this formula, charge and spin) = 33.1 kcal per mole
total charge = +1
lowest unoccupied orbital energy = -3.57 eV

Geometry as XYZ:
```
20
Properties=species:S:1:pos:R:3:forces:R:3
S 1.961495 -2.551864 0.983735 -0.3594 0.1374 -0.2967
N 0.186692 1.550824 -0.750382 0.4646 -0.1277 0.7870
N -1.003700 -1.483154 1.034074 -0.7108 1.2075 1.1291
C -0.711563 1.898125 -1.829345 -0.7105 -0.5122 -0.4105
C -0.047945 -0.632099 0.233570 -0.0547 1.0636 0.6667
C -0.396198 0.861089 0.395674 0.0147 0.5965 -0.8994
C 1.385750 -0.810950 0.686304 0.1732 -1.9006 -0.3932
H 1.560690 -0.410402 1.671180 0.0716 0.9765 -0.0423
H -1.459776 1.070018 0.347014 -0.5749 -0.4396 0.2722
H -0.053961 1.269512 1.346843 0.2375 -0.1104 0.0213
H -0.945103 -2.448194 0.751628 -0.2098 -0.6516 -0.1024
H -0.896179 -1.426734 2.057919 0.9604 -0.2530 -0.2519
H 0.818763 2.281988 -0.475039 -0.0194 0.1619 -0.0726
H -1.658440 1.361007 -1.696437 0.0711 0.0335 0.0415
H -0.200065 -0.841247 -0.822813 -0.0138 -0.5141 0.1006
H 1.984432 -0.440693 -0.138665 0.3150 0.5884 0.5042
H -1.950759 -1.079700 1.009565 -0.0179 -0.5343 -0.9930
H -0.990031 2.943971 -1.929927 0.2572 0.2452 0.2413
H -0.334298 1.547554 -2.783284 0.2176 0.1113 -0.2265
H 2.750195 -2.659052 -0.091616 -0.1116 -0.0783 -0.0755
```
Positions in Å, forces in eV/Å.

***

Density functional theory data (wB97M-V/def2-TZVPD) for a structure of composition C3H4CsO4 at a distorted geometry.

## Properties
Kohn-Sham gap = 0.0598 Eh
largest force on an atom = 0.0547 Eh/bohr
relative energy (zero: lowest compared OMol25 entry of this formula, charge and spin) = 11.8 kcal per mole
total charge = -1
lowest unoccupied orbital energy = 0.17 eV

Geometry as XYZ:
```
12
Properties=species:S:1:pos:R:3:forces:R:3
Cs 0.308606 -3.251769 4.337891 -0.1458 1.1002 -0.6052
O -0.185994 -0.217966 3.506131 0.7663 -0.7404 0.9697
O 0.529576 2.714433 -4.956486 -0.0473 -0.0880 0.1484
O -0.361770 1.159740 1.725261 0.8444 -0.6479 0.8166
O 0.223461 -1.020544 1.505750 0.0590 -2.3573 -0.2994
C -0.076554 0.114154 2.309209 -2.2197 1.3523 -1.0815
C -0.652052 -0.263157 -0.600918 0.3674 -1.2074 -0.1975
C 0.223102 -0.988543 0.117542 0.5277 2.4147 0.2624
H 0.778661 2.999972 -5.839525 0.0558 0.0600 -0.2006
H 1.219242 -1.240600 -0.256436 -0.2462 0.0913 -0.0940
H -1.693198 -0.159581 -0.291475 0.5554 0.7146 0.2372
H -0.313081 0.153861 -1.556945 -0.5170 -0.6920 0.0439
```
Positions in Å, forces in eV/Å.

***

Density functional theory data (wB97M-V/def2-TZVPD) for a cluster of 4 separate species, C8H24O8 in total at a distorted geometry.

## Properties
Kohn-Sham gap = 0.3684 Eh
SMILES string = OCCO.OCCO.OCCO.OCCO
largest force on an atom = 0.0472 Eh/bohr
relative energy (zero: lowest compared OMol25 entry of this formula, charge and spin) = 15.2 kcal per mole
lowest unoccupied orbital energy = 0.42 eV

Geometry as XYZ:
```
40
Properties=species:S:1:pos:R:3:forces:R:3
O -2.515852 1.823816 0.936321 0.4226 -0.0136 -0.0594
O 0.144391 1.782846 -0.211919 0.2072 0.4017 0.9512
O -3.259081 -0.674258 2.213164 0.5086 0.3384 -0.2863
O 1.917861 -3.492594 3.865969 -0.1155 0.1950 -0.1914
O -1.063914 1.725220 -2.709710 0.8771 -0.6687 0.2599
O 0.823682 -2.313349 1.511066 0.5014 -0.0335 -0.1987
O 2.628486 3.461292 0.054356 0.1614 0.1818 0.1104
O -2.196703 0.088583 -4.803384 -0.0882 -0.0392 0.4029
C -2.641127 -0.621587 0.925439 -0.1501 -1.0951 -1.0450
C 2.545005 -2.414264 3.177865 1.1264 0.0747 0.4339
C 2.248561 -2.535896 1.707421 -1.7817 -0.0804 0.2136
C 2.512364 2.069188 0.070177 0.7230 -1.3415 -0.1684
C -0.946708 -0.201460 -4.192796 0.4798 -0.3585 -0.8979
C -0.244978 1.039141 -3.707919 -1.7181 1.5310 0.7681
C -2.907599 0.669276 0.206505 -1.3064 0.0726 0.0589
C 1.244990 1.543836 0.690398 -0.0451 -0.2651 -0.9235
H -0.495100 1.791222 -1.914410 -0.5741 -0.0182 -0.2668
H 1.932032 3.804992 -0.515694 -0.0088 -0.0287 0.0180
H 2.231941 -1.441438 3.575414 -0.3075 -0.0826 -0.2212
H 0.751956 0.912426 -3.294054 0.1810 -0.3920 -0.2902
H -3.291151 -1.609653 2.428471 -0.0801 0.0864 0.3193
H -1.069168 -0.993828 -3.454384 0.1524 0.1234 0.3196
H -0.567193 2.150607 0.338194 -0.2883 -0.2678 -0.3744
H -2.850981 0.064006 -4.098261 -0.0795 0.2721 -0.1237
H -0.265811 1.765349 -4.523145 0.5828 -0.3110 -0.3453
H -3.119116 -1.402452 0.315635 0.0134 0.1147 -0.1884
H 2.454827 -3.548975 1.356962 0.4851 0.1233 -0.0491
H -0.337545 -0.601455 -5.008653 0.1140 -0.1905 0.0982
H 1.054079 2.014893 1.654062 0.0446 0.0333 0.0284
H 3.632944 -2.463490 3.365601 -0.1382 -0.0276 -0.2931
H -2.885806 1.724885 1.821747 0.0444 0.0543 -0.0258
H -2.487235 0.668120 -0.798643 0.6182 0.1446 0.2450
H 2.729460 -1.776999 1.096601 0.3360 -0.0858 0.1195
H 3.350868 1.566194 0.577338 0.0160 0.9079 0.6002
H -1.580427 -0.894778 0.886841 0.1263 0.3431 0.7075
H 2.065474 -3.351391 4.804696 -0.0931 -0.1198 0.0357
H 1.364766 0.463435 0.823483 -0.1620 -0.0055 0.1289
H -3.988414 0.727230 0.007939 -0.0226 0.0570 0.2575
H 0.381475 -3.136357 1.739914 -0.0252 0.0709 0.1284
H 2.698749 1.617669 -0.918607 -0.7370 0.2990 -0.2567
```
Positions in Å, forces in eV/Å.

***

Density functional theory data (wB97M-V/def2-TZVPD) for a cluster of 6 separate species, C15H27N9O3 in total at a distorted geometry.

## Properties
Kohn-Sham gap = 0.3353 Eh
SMILES string = c1cc[nH]c1.c1cc[nH]c1.c1cc[nH]c1.NC(N)=O.NC(N)=O.NC(N)=O
largest force on an atom = 0.0708 Eh/bohr
relative energy (zero: lowest compared OMol25 entry of this formula, charge and spin) = 16.2 kcal per mole
lowest unoccupied orbital energy = 0.49 eV

Geometry as XYZ:
```
54
Properties=species:S:1:pos:R:3:forces:R:3
O 0.253135 5.836604 0.041945 0.8901 -1.2661 0.1853
O 1.748737 1.517410 0.464716 -1.0541 -1.2195 -0.1494
O 3.854844 -1.982069 -0.492036 -0.9802 -1.0929 3.1919
N -1.227268 -0.207606 -5.506902 -0.1513 -0.2301 0.1875
N 2.476911 -1.866978 1.454372 2.6523 -1.2566 -1.6191
N 2.050629 4.354394 0.330860 -2.1900 0.0578 -0.7175
N -1.404520 1.739193 4.225318 0.0008 1.6029 -0.9289
N -0.144493 3.543736 -0.287833 2.2949 2.0246 1.1481
N 0.354934 0.051802 -0.675889 0.0498 0.5139 2.6078
N 4.364434 -3.394021 1.364919 -2.2305 2.6414 -1.1383
N 0.346469 0.136000 1.719084 0.3048 0.2260 -2.2383
N -1.551891 -2.869164 -1.100645 -1.2888 0.4124 -1.0797
C 0.859113 0.659617 0.472827 0.2912 0.0659 0.8865
C -0.433372 -3.187652 0.699477 1.7115 -0.8609 1.4507
C 3.573356 -2.378319 0.659152 0.3529 -0.2832 0.3304
C -0.853883 -1.217312 -4.633263 -0.2756 0.3731 -0.3317
C -0.394071 0.860147 -5.353601 -0.7893 0.1886 -1.3748
C 0.528158 0.563025 -4.450470 1.1613 -1.5594 2.3272
C -2.063491 0.564590 4.113340 -0.8823 0.1953 -1.1859
C 0.718535 4.699754 0.042717 -1.4801 -0.8515 -0.6406
C 0.229102 -0.783381 -3.927978 0.3969 1.4478 -0.8230
C -2.910959 0.698492 3.013506 -0.1545 -0.1819 -0.0121
C -1.629307 -2.595242 1.071845 -0.4291 0.3415 0.3946
C -2.766537 2.022899 2.438955 0.4682 -1.3543 1.5858
C -0.398384 -3.359340 -0.633235 1.0976 -0.4406 -0.2819
C -1.833568 2.620002 3.233211 0.4545 0.1385 0.3594
C -2.324279 -2.405422 -0.082068 -0.5611 0.4266 0.2847
H 2.248443 3.378212 0.465922 0.1158 -0.1404 0.0979
H 2.183486 -2.141677 2.368894 0.5745 -0.5294 0.2501
H -3.295122 -1.961150 -0.185437 -0.1209 -0.0169 -0.4612
H 0.344064 2.698269 -0.466842 0.2082 -0.4235 -0.1606
H -1.922106 -2.318216 2.063194 -0.2368 0.0344 0.2289
H 5.130807 -3.846817 0.930341 0.3306 -0.0824 -0.5460
H -0.481116 1.710409 -5.999398 -0.1140 0.2547 -0.0240
H -1.847148 -2.877418 -2.048433 -0.0777 0.0456 -0.5816
H -3.297745 2.498362 1.634240 0.0069 -0.2005 -0.1092
H -0.348722 -0.648427 -0.519064 -0.1233 -0.1601 -0.4269
H -3.599413 -0.055969 2.658678 0.0901 -0.0262 0.0929
H -1.875643 -0.206874 4.836726 -0.2113 -0.2864 -0.1294
H 1.340320 1.187757 -4.127629 0.0995 0.0983 0.0041
H -1.375514 -2.157114 -4.611885 -0.0899 -0.0398 -0.0461
H 2.639563 5.040928 0.748172 0.0031 0.3596 0.1251
H 0.416474 -3.757416 -1.217922 -0.3131 0.0394 -0.2711
H 0.810095 -1.310374 -3.187871 -0.0846 -0.1507 -0.0692
H -0.763644 1.998491 4.950075 0.0578 -0.0357 0.0951
H -1.048281 3.632343 -0.702222 -0.0442 0.7127 -0.1359
H 0.365124 -3.507208 1.337541 0.1238 0.0376 0.2562
H 0.676176 0.265193 -1.596308 0.2356 0.1764 -0.1349
H 1.816242 -1.256003 1.049157 -0.1508 0.4050 -0.6868
H -1.446733 3.617798 3.143224 0.2416 0.0794 0.1887
H -1.981828 -0.173959 -6.168051 -0.1057 -0.4726 0.1614
H 0.408781 0.676236 2.565932 0.3105 0.5182 -0.3558
H -0.533584 -0.344398 1.655681 -0.2904 -0.1000 -0.0614
H 4.014694 -3.762134 2.220961 -0.0953 -0.1561 0.2811
```
Positions in Å, forces in eV/Å.

***

Density functional theory data (wB97M-V/def2-TZVPD) for a structure of composition C14H26N2S4V at a distorted geometry.

## Properties
Kohn-Sham gap (spin up / spin down) = 0.2908 / 0.2796 Eh
⟨S²⟩ = 0.77
2S+1 = 2
largest force on an atom = 0.0471 Eh/bohr
total charge = +2
lowest unoccupied orbital energy (spin up / spin down) = -6.30 / -6.04 eV

Geometry as XYZ:
```
47
Properties=species:S:1:pos:R:3:forces:R:3
V -0.281434 0.022954 -1.116356 -0.0358 -0.0323 -0.3587
S -0.257327 2.271153 -1.738172 -0.0431 0.2933 -0.5517
S -2.649163 0.108587 -1.390770 -0.1707 0.0511 -0.3401
S -0.355215 -2.209897 -1.789328 0.0964 0.0092 -0.6633
S 2.063536 -0.028142 -1.491675 -0.0816 -0.0968 -0.5201
N -0.081453 -0.039940 3.166366 -0.0555 -0.0404 -0.2580
N -0.123521 -0.037827 0.716612 0.1514 -0.0980 2.4175
C 0.343323 1.526433 5.011609 -0.0538 -0.1781 0.0157
C 2.084971 1.173370 -2.883307 0.1658 -0.0691 0.0584
C 1.412363 2.472296 -2.463916 -0.0283 -0.0004 0.0420
C -2.994783 -1.505443 -2.182328 0.0741 0.0974 0.0653
C -2.595132 1.270957 -2.810171 -0.0739 -0.0107 0.1347
C 0.801063 0.344994 5.868645 0.1194 0.0571 -0.1532
C -0.659646 1.068110 3.959744 -0.0985 0.2930 0.2879
C 1.414807 -0.744251 4.987533 -0.1729 0.0605 0.0205
C 2.279142 -1.621521 -2.364957 0.0589 0.1054 0.0835
C 0.415567 -1.204768 3.933067 0.3255 -0.1952 0.2922
C -1.806387 -2.097921 -2.916782 -0.0495 -0.2661 0.0170
C -0.103570 -0.037739 1.890480 -0.0340 -0.0166 0.0769
C 1.005003 -2.109248 -3.026008 -0.0015 -0.2928 -0.0128
C -1.170052 1.632617 -3.202068 -0.0002 0.2528 0.0324
H 1.697170 -1.611507 5.584807 0.0294 0.0016 -0.0164
H 1.990476 2.966428 -1.682206 -0.0282 0.0494 -0.0094
H -0.049737 -0.062298 6.421633 0.0031 0.0027 0.0343
H -3.133638 2.165231 -2.498945 -0.0716 -0.0337 -0.0269
H -1.531348 -1.498962 -3.786040 0.0275 0.0085 0.0019
H 1.153524 -3.100212 -3.455613 0.0374 0.0211 -0.0228
H -3.848606 -1.383994 -2.847973 -0.0134 -0.0526 -0.0050
H -0.633324 0.760816 -3.601787 -0.0539 0.0120 -0.0951
H 1.204901 1.990378 4.525808 -0.0142 0.0329 -0.0184
H -0.447072 -1.669490 4.417145 -0.0491 0.0283 -0.0885
H -1.171312 2.413763 -3.963305 0.0642 -0.0899 -0.1017
H 2.317196 -0.365525 4.501996 0.0185 -0.0342 -0.0193
H 2.607136 -2.319926 -1.594595 0.0663 0.0195 -0.0080
H 0.854179 -1.923512 3.243236 -0.0362 0.0508 -0.0690
H -3.131415 0.816883 -3.642178 -0.0005 0.0726 -0.0532
H 1.533673 0.682772 6.600102 -0.0337 -0.0149 0.0374
H 1.328788 3.157260 -3.307244 0.0748 0.0224 0.0047
H 1.605771 0.721211 -3.751730 -0.0246 0.0219 -0.0134
H 3.125033 1.368830 -3.144668 -0.0138 0.0301 -0.0147
H -2.043167 -3.104914 -3.261017 -0.0248 0.0266 -0.0340
H 3.085110 -1.516701 -3.090807 0.0029 -0.0658 -0.0097
H 0.690110 -1.439157 -3.827916 -0.0272 0.0000 -0.0014
H -0.140412 2.285347 5.626783 0.0176 0.0257 -0.0172
H -1.561526 0.689588 4.447902 -0.0062 -0.0427 -0.0814
H -3.300321 -2.153432 -1.359806 -0.0544 0.0426 0.0137
H -0.943301 1.876327 3.288223 0.0181 -0.0580 -0.0723
```
Positions in Å, forces in eV/Å.

***

Density functional theory data (wB97M-V/def2-TZVPD) for a cluster of 2 separate species, C5H11IN in total at a distorted geometry.

## Properties
Kohn-Sham gap = 0.3339 Eh
largest force on an atom = 0.0837 Eh/bohr
relative energy (zero: lowest compared OMol25 entry of this formula, charge and spin) = 53.6 kcal per mole
total charge = +1
lowest unoccupied orbital energy = -4.34 eV

Geometry as XYZ:
```
18
Properties=species:S:1:pos:R:3:forces:R:3
I -1.665474 2.362707 -2.176963 -0.1225 0.3339 -0.0199
N 0.410605 -0.878642 -1.773835 -1.0442 0.6223 -1.6171
C 0.857863 -0.650211 0.773387 -0.8174 2.8090 -3.1556
C -0.549598 -0.027730 0.597362 -0.2210 0.9830 -0.6397
C -1.734324 -0.752526 1.197341 0.0275 2.3666 0.2943
C 2.076647 0.245975 0.734178 2.3452 -0.9925 1.4218
C 0.184171 -0.576231 -0.564278 0.7679 -1.4977 2.9927
H -0.801366 1.032297 0.641207 0.9467 0.1818 -0.3704
H 1.300565 -1.267445 -2.179823 -1.3001 0.3298 0.8340
H -1.711796 -0.542314 2.283137 -0.3081 -0.2254 -0.6032
H 2.086188 0.755760 1.756442 0.7991 -0.4936 -1.5662
H -1.548886 -1.726066 0.986090 -0.1346 -3.3853 -0.0791
H 3.061330 -0.343565 0.429111 -1.9122 0.7033 1.5715
H -0.380035 -0.621209 -2.403403 1.2965 -0.3436 -0.0854
H -2.666262 -0.427440 0.712696 0.2846 -0.0967 0.3930
H 2.166243 0.941413 -0.080684 -1.0343 0.8381 -0.1714
H -1.886329 3.961046 -2.313390 0.0819 -0.3039 0.0077
H 0.800458 -1.485817 1.381427 0.3449 -1.8291 0.7930
```
Positions in Å, forces in eV/Å.